Entry 1:
Formula: C28H50F9N3O15PS6
Source: OMol25
Level of theory: ωB97M-V/def2-TZVPD

```
112
Properties=species:S:1:pos:R:3:lowdin_charge:R:1
N -2.52 6.68 -0.25 0.1840
C -1.95 6.94 0.96 -0.3308
N -2.28 7.95 1.73 0.1818
C -2.86 7.45 3.06 -0.0794
C -2.06 6.32 3.68 -0.2634
P -3.19 5.59 4.96 0.4407
O -4.22 6.58 5.28 -0.2395
O -2.33 5.19 6.20 -0.0657
O -3.80 4.26 4.31 -0.0838
C -1.54 5.34 2.62 -0.3251
S -0.21 4.32 3.31 0.7807
O 0.90 5.17 3.56 -0.2237
O -0.75 3.67 4.46 -0.2411
C 0.16 3.08 1.96 -0.4414
F 0.68 3.81 0.96 0.1305
F -1.01 2.58 1.53 0.1396
C 1.20 1.98 2.37 -0.3606
F 1.95 1.77 1.28 0.1810
F 2.00 2.48 3.32 0.1636
C 0.63 0.60 2.76 -0.3853
F 1.70 -0.16 3.02 0.1687
F -0.04 0.06 1.76 0.1886
C -0.24 0.53 4.05 -0.5235
F -1.47 1.02 3.83 0.1663
F 0.36 1.14 5.07 0.1922
F -0.38 -0.78 4.36 0.1755
N -0.95 6.10 1.49 0.0989
H -3.18 5.92 -0.34 0.1283
H -2.23 7.13 -1.10 0.1315
H -3.01 8.47 1.24 0.1679
H -2.90 8.28 3.76 0.1386
H -3.89 7.15 2.87 0.1287
H -1.20 6.69 4.24 0.1436
H -2.92 5.22 6.97 0.1183
H -4.35 4.56 3.58 0.0898
H -2.28 4.65 2.23 0.1365
H -0.27 6.74 1.89 0.1499
C 5.29 1.35 2.08 -0.2268
C 5.07 -0.16 2.29 -0.2134
C 6.20 -0.89 1.56 -0.2237
S 7.60 0.24 1.54 0.6663
O 7.87 0.62 0.17 -0.3218
O 8.64 -0.26 2.39 -0.3235
C 6.77 1.60 2.35 -0.2302
H 4.66 1.94 2.74 0.0999
H 5.05 1.61 1.05 0.1194
H 5.12 -0.38 3.36 0.1227
H 4.10 -0.48 1.93 0.0799
H 6.50 -1.81 2.06 0.1062
H 5.93 -1.11 0.53 0.0898
H 7.13 2.54 1.94 0.1056
H 7.00 1.54 3.41 0.1070
C 1.94 -5.28 0.03 -0.1947
C 1.38 -4.98 1.42 -0.2136
C 2.10 -3.74 1.95 -0.2024
S 2.58 -2.79 0.50 0.6770
O 4.02 -2.74 0.42 -0.3193
O 1.81 -1.56 0.46 -0.3369
C 1.96 -3.94 -0.71 -0.2435
H 1.33 -6.01 -0.51 0.1214
H 2.95 -5.68 0.11 0.1206
H 0.31 -4.77 1.35 0.0616
H 1.50 -5.82 2.10 0.1217
H 1.46 -3.13 2.58 0.0939
H 3.01 -3.99 2.49 0.1079
H 2.61 -3.94 -1.58 0.0856
H 0.96 -3.63 -0.99 0.1036
C 2.81 -2.82 -6.62 -0.2168
C 3.42 -2.08 -5.42 -0.2068
C 2.31 -1.88 -4.38 -0.2090
S 1.15 -3.24 -4.63 0.6834
O -0.11 -2.69 -5.07 -0.3213
O 1.22 -4.13 -3.50 -0.3239
C 1.99 -3.97 -6.02 -0.2244
H 3.57 -3.18 -7.30 0.1177
H 2.15 -2.14 -7.17 0.1177
H 4.22 -2.69 -4.99 0.1196
H 3.86 -1.13 -5.71 0.1154
H 2.69 -1.92 -3.36 0.0976
H 1.77 -0.95 -4.54 0.1042
H 1.26 -4.38 -6.71 0.1095
H 2.64 -4.76 -5.64 0.1102
C -4.49 -2.91 2.67 -0.2179
C -4.77 -4.40 2.90 -0.2079
C -3.67 -5.19 2.17 -0.2104
S -2.22 -4.13 2.15 0.6668
O -1.92 -3.78 0.78 -0.3124
O -1.22 -4.66 3.03 -0.3196
C -3.00 -2.72 2.94 -0.2324
H -5.09 -2.28 3.32 0.1150
H -4.71 -2.65 1.64 0.1196
H -4.73 -4.62 3.97 0.1185
H -5.75 -4.69 2.54 0.1160
H -3.41 -6.11 2.69 0.1055
H -3.94 -5.41 1.14 0.1072
H -2.59 -1.80 2.53 0.0971
H -2.77 -2.78 4.01 0.1088
C -2.82 -1.40 -6.34 -0.2242
C -2.49 -0.07 -7.02 -0.2144
C -3.65 0.28 -7.96 -0.2211
S -5.11 -0.49 -7.25 0.6594
O -5.58 -1.51 -8.14 -0.3157
O -6.00 0.53 -6.74 -0.3330
C -4.27 -1.28 -5.88 -0.2302
H -2.15 -1.61 -5.51 0.0850
H -2.73 -2.22 -7.06 0.1243
H -2.38 0.71 -6.26 0.1133
H -1.55 -0.12 -7.57 0.1117
H -3.82 1.35 -8.03 0.0990
H -3.51 -0.15 -8.95 0.1039
H -4.74 -2.23 -5.66 0.1084
H -4.35 -0.61 -5.02 0.1041
```

Output
Frontier orbital gap, Eh: 0.198
Total charge: +1
E_HOMO, Ha: -0.4120



Entry 2:
Formula: C4H7NO
Source: OMol25
Level of theory: ωB97M-V/def2-TZVPD

```
13
Properties=species:S:1:pos:R:3:lowdin_charge:R:1
O -2.30 -0.59 -0.97 0.0544
C -1.19 -0.46 -0.48 -0.4900
C 0.02 0.20 -1.16 -0.1188
C 0.79 0.78 -0.02 -0.1947
C 0.54 -0.35 1.04 -0.1750
N -0.83 -0.84 0.79 0.0707
H 0.66 -0.56 -1.60 0.1263
H -0.34 0.90 -1.90 0.1158
H 1.87 0.94 -0.16 0.1149
H 0.41 1.78 0.29 0.1241
H 1.24 -1.20 0.91 0.1250
H 0.71 0.37 1.79 0.0952
H -1.58 -0.96 1.47 0.1520
```

Output
Frontier orbital gap, Eh: 0.389
E_HOMO, Ha: -0.3547
SMILES string: O=C1CCCN1



Entry 3:
Formula: C38H40FIrN4O3PSSi
Source: OMol25
Level of theory: ωB97M-V/def2-TZVPD

```
90
Properties=species:S:1:pos:R:3:lowdin_charge:R:1
Ir -0.41 0.14 -0.03 1.0672
C 2.96 -1.42 -1.04 -0.1471
Si 2.85 -0.94 0.75 0.3980
C 4.30 0.19 1.07 -0.1577
C 3.05 -2.52 1.75 -0.1545
N 1.35 -0.08 1.09 -0.2162
C 1.22 0.52 2.36 -0.3309
C 1.99 0.19 3.49 -0.0584
C 1.84 0.85 4.70 -0.0839
C 0.90 1.86 4.86 -0.0877
C 0.14 2.23 3.76 -0.0099
C 0.32 1.56 2.58 -0.2408
F -0.41 1.97 1.49 -0.0842
H 3.79 -2.11 -1.17 0.0545
H 3.14 -0.56 -1.68 0.0462
H 2.07 -1.93 -1.38 0.0017
H 5.23 -0.31 0.80 0.0407
H 4.39 0.52 2.11 0.0268
H 4.21 1.09 0.46 0.0412
H 4.01 -2.99 1.50 0.0427
H 2.27 -3.25 1.54 0.0070
H 3.05 -2.35 2.83 0.0167
H 2.74 -0.58 3.41 0.0669
H 2.46 0.56 5.54 0.1090
H 0.78 2.37 5.80 0.1058
H -0.59 3.03 3.81 0.1248
O 1.58 1.47 -3.46 0.1224
C 0.94 0.53 -3.05 -0.5629
O 0.01 0.61 -2.12 -0.3459
C 1.03 -0.87 -3.58 -0.1697
C 1.84 -1.16 -4.67 0.0099
C 1.92 -2.47 -5.13 -0.0387
C 1.20 -3.47 -4.49 -0.0430
C 0.40 -3.18 -3.40 -0.0475
C 0.29 -1.87 -2.94 -0.2681
P -0.84 -1.48 -1.55 0.9812
C -2.43 -1.15 -2.37 -0.3708
C -2.48 -0.72 -3.69 -0.0672
C -3.71 -0.43 -4.28 -0.0619
C -4.88 -0.60 -3.57 -0.0653
C -4.84 -1.05 -2.25 -0.0650
C -3.62 -1.31 -1.65 -0.1492
C -1.13 -3.09 -0.76 -0.3462
C -2.04 -4.02 -1.25 -0.0904
C -2.17 -5.26 -0.63 -0.0582
C -1.39 -5.58 0.46 -0.0705
C -0.47 -4.66 0.96 -0.0734
C -0.36 -3.41 0.35 -0.1079
H 2.40 -0.36 -5.12 0.1298
H 2.54 -2.71 -5.98 0.1145
H 1.27 -4.49 -4.84 0.1139
H -0.14 -3.98 -2.91 0.1014
H -1.57 -0.60 -4.26 0.1105
H -3.74 -0.10 -5.31 0.1107
H -5.83 -0.39 -4.03 0.1102
H -5.75 -1.18 -1.69 0.1115
H -3.58 -1.64 -0.62 0.1016
H -2.65 -3.79 -2.12 0.1151
H -2.88 -5.98 -1.02 0.1123
H -1.48 -6.55 0.93 0.1122
H 0.15 -4.91 1.81 0.1072
H 0.34 -2.68 0.74 0.0593
S -2.47 1.45 -0.48 0.7399
C -2.50 2.40 -1.90 -0.6286
N -1.44 2.54 -2.72 0.0908
C -1.43 3.28 -3.84 -0.0344
C -2.53 3.99 -4.21 -0.0391
C -3.67 3.90 -3.38 -0.0320
C -3.66 3.12 -2.26 -0.0767
H -0.62 1.95 -2.50 0.0594
H -0.50 3.27 -4.40 0.1363
H -2.53 4.59 -5.11 0.1138
H -4.56 4.45 -3.65 0.1199
H -4.52 3.04 -1.62 0.1113
N -1.36 -0.65 1.45 0.0043
C -1.74 -1.26 2.35 -0.1504
N -2.15 -1.95 3.37 -0.0537
C -1.44 -1.90 4.66 -0.0752
C -1.28 -3.33 5.15 -0.1742
O -2.53 -3.98 5.21 -0.1107
C -3.14 -4.08 3.94 -0.1761
C -3.41 -2.70 3.36 -0.0814
H -2.02 -1.32 5.37 0.1403
H -0.47 -1.42 4.51 0.1287
H -0.87 -3.33 6.16 0.1367
H -0.60 -3.88 4.49 0.1276
H -4.08 -4.62 4.08 0.1363
H -2.50 -4.65 3.26 0.1165
H -4.14 -2.17 3.98 0.1379
H -3.79 -2.77 2.34 0.1331
```

Output
Frontier orbital gap, Eh: 0.252
Total charge: +1
E_HOMO, Ha: -0.3612



Entry 4:
Formula: C2H7NOSi
Source: OMol25
Level of theory: ωB97M-V/def2-TZVPD

```
12
Properties=species:S:1:pos:R:3:lowdin_charge:R:1
C -1.25 -1.07 0.27 -0.2512
C -2.36 1.14 0.34 -0.0116
N -2.23 -1.72 -0.27 0.0703
O -1.20 0.19 0.61 -0.1261
Si 3.20 -0.41 0.32 0.5656
H -3.14 1.05 1.01 0.0416
H -2.81 1.15 -0.62 0.0720
H -1.99 2.20 0.66 0.1193
H -2.01 -2.75 -0.47 0.0763
H 4.24 0.52 -0.28 -0.1783
H 3.90 -0.98 1.47 -0.1899
H 2.51 -1.00 -0.82 -0.1880
```

Output
Frontier orbital gap (alpha / beta), Eh: 0.298 / 0.260
E_HOMO (alpha / beta), Ha: -0.3222 / -0.2847



Entry 5:
Formula: C17H20BrFN6O2
Source: OMol25
Level of theory: ωB97M-V/def2-TZVPD

```
47
Properties=species:S:1:pos:R:3:lowdin_charge:R:1
O 1.58 -1.86 -1.02 0.0377
C 1.18 -2.50 -0.06 -0.4510
N 1.86 -2.61 1.10 0.0757
C 3.15 -1.97 1.25 -0.1539
C 3.00 -0.46 1.36 -0.1243
C 2.34 -0.03 2.65 -0.3203
F 3.26 -0.20 3.70 -0.0184
C 1.91 1.42 2.66 -0.0742
N 0.72 1.61 1.85 -0.1393
C 0.60 1.96 0.55 0.0078
C -0.74 1.92 0.30 -0.2301
C -1.47 2.25 -0.94 -0.3893
C -0.62 2.20 -2.17 -0.2741
C -0.96 2.95 -3.42 -0.1038
C 0.20 3.40 -2.57 -0.1047
C -2.92 1.82 -1.03 -0.0984
C -2.59 3.26 -0.81 -0.0662
N -1.37 1.54 1.45 0.0802
N -0.48 1.35 2.38 0.0480
C -0.14 -3.25 -0.07 -0.1972
N -0.17 -4.35 0.70 0.1195
C -1.28 -5.05 0.70 -0.1808
N -2.38 -4.78 0.00 0.1516
C -2.35 -3.69 -0.74 -0.4271
O -3.45 -3.38 -1.44 0.0697
C -1.23 -2.85 -0.82 -0.4986
Br -1.32 -1.29 -1.84 0.9589
H 1.53 -3.31 1.75 0.1287
H 3.63 -2.38 2.14 0.1268
H 3.77 -2.21 0.38 0.1253
H 3.98 0.02 1.31 0.1319
H 2.41 -0.11 0.52 0.1045
H 1.47 -0.66 2.88 0.1464
H 1.67 1.73 3.68 0.1320
H 2.70 2.07 2.27 0.1364
H 1.45 2.22 -0.06 0.1333
H -0.14 1.23 -2.32 0.0974
H -0.73 2.46 -4.36 0.1006
H -1.84 3.56 -3.44 0.0918
H 0.05 4.30 -1.98 0.1074
H 1.20 3.26 -2.94 0.0971
H -3.27 1.54 -2.01 0.1041
H -3.33 1.25 -0.20 0.0958
H -2.74 3.67 0.18 0.1070
H -2.75 3.96 -1.61 0.0933
H -1.31 -5.94 1.32 0.1146
H -4.10 -4.06 -1.24 0.1282
```

Output
Frontier orbital gap, Eh: 0.327
E_HOMO, Ha: -0.3264
SMILES string: O=C(NCC[C@@H](F)Cn1cc(C2(C3CC3)CC2)nn1)c1ncnc(O)c1Br



- What is the formula in the first record?
  C28H50F9N3O15PS6